a | Here is a gas-phase ion, C3H4N3 (charge +1) from the OMol25 dataset. Energies are from the ωB97M-V functional and the def2-TZVPD basis.

Last column: Löwdin charge in e.
CARTESIAN COORDINATES (ANGSTROEM)
C1 -1.376 0.436 -1.363  -0.12
C2 0.229 -0.090 0.277  -0.02
C3 0.591 -0.773 1.290  0.15
N1 -2.199 -0.372 -0.816  -0.05
N2 -0.133 0.568 -0.744  0.13
N3 -2.767 -1.126 -0.214  0.33
H1 -1.621 1.001 -2.242  0.14
H2 1.130 -1.706 1.199  0.11
H3 0.402 -0.450 2.306  0.11
H4 0.504 1.257 -1.153  0.20

Computed properties:
Highest occupied orbital energy in hartree: -0.5051
LUMO level in eV: -4.9
Gap between HOMO and LUMO in Eh: 0.3239
Charge: +1
2S+1: 1

---

b | Here is a gas-phase ion, C3H4N3 (charge +1) from the OMol25 dataset. Energies are from the ωB97M-V functional and the def2-TZVPD basis.

Last column: Löwdin charge in e.
CARTESIAN COORDINATES (ANGSTROEM)
C1 -1.059 0.867 -0.628  -0.03
C2 0.389 1.329 0.789  -0.10
C3 0.938 0.048 0.160  -0.09
N1 -0.637 1.829 0.172  0.18
N2 -0.234 -0.233 -0.647  0.14
N3 0.857 0.399 1.620  0.26
H1 -2.073 1.026 -0.857  0.15
H2 1.824 -0.468 -0.281  0.18
H3 -0.103 -1.005 -1.272  0.16
H4 0.123 -0.007 2.174  0.16

Computed properties:
Highest occupied orbital energy in hartree: -0.5876
LUMO level in eV: -6.1
Gap between HOMO and LUMO in Eh: 0.3617
Charge: +1
2S+1: 1

---

c | Here is a gas-phase ion, C3H4N3 (charge +1) from the OMol25 dataset. Energies are from the ωB97M-V functional and the def2-TZVPD basis.

Last column: Löwdin charge in e.
CARTESIAN COORDINATES (ANGSTROEM)
C1 0.356 -1.526 -0.388  -0.05
C2 0.556 0.504 0.372  -0.21
C3 0.373 1.857 0.039  0.31
N1 1.253 -0.643 -0.389  0.20
N2 -0.823 -1.006 0.288  0.08
N3 -0.661 0.100 0.800  0.13
H1 0.382 -2.493 -0.690  0.11
H2 -0.438 2.420 0.482  0.11
H3 0.812 2.224 -0.842  0.09
H4 -1.809 -1.438 0.327  0.23

Computed properties:
Highest occupied orbital energy in hartree: -0.6147
LUMO level in eV: -6.8
Gap between HOMO and LUMO in Eh: 0.3661
Charge: +1
2S+1: 1

---

It is c that is the most stable of them.

---

a | Here is 7 unconnected molecules or ions with the total composition H14O7 from the OMol25 dataset. Energies are from the ωB97M-V functional and the def2-TZVPD basis.

Last column: Löwdin charge in e.
CARTESIAN COORDINATES (ANGSTROEM)
O1 2.329 -1.070 1.913  -0.05
H1 1.651 -0.486 1.572  -0.02
H2 2.939 -0.489 2.367  0.03
O2 -2.316 -0.082 -2.037  -0.03
H3 -2.363 0.712 -2.569  0.07
H4 -3.228 -0.350 -1.924  0.07
O3 2.018 0.923 -2.438  -0.06
H5 1.427 0.658 -1.734  -0.03
H6 2.237 1.833 -2.237  0.02
O4 0.047 0.474 -0.522  -0.04
H7 -0.697 0.297 -1.097  0.00
H8 -0.289 0.320 0.361  0.00
O5 -0.948 0.189 2.362  -0.02
H9 -1.379 -0.551 2.791  0.07
H10 -1.418 0.959 2.684  0.07
O6 1.630 1.244 2.737  -0.06
H11 0.869 0.721 2.482  -0.03
H12 1.279 2.121 2.888  0.05
O7 -1.133 -2.554 -2.892  -0.05
H13 -1.089 -1.719 -2.427  -0.01
H14 -1.566 -3.148 -2.280  0.03

Computed properties:
Highest occupied orbital energy in hartree: -0.3850
LUMO level in eV: -0.2
Gap between HOMO and LUMO in Eh: 0.3761
2S+1: 1

---

b | Here is 7 unconnected molecules or ions with the total composition H14O7 from the OMol25 dataset. Energies are from the ωB97M-V functional and the def2-TZVPD basis.

Last column: Löwdin charge in e.
CARTESIAN COORDINATES (ANGSTROEM)
O1 0.616 2.172 0.833  -0.04
H1 0.127 2.808 0.295  0.06
H2 1.088 2.715 1.479  0.06
O2 -0.081 -0.500 -0.431  -0.06
H3 0.665 0.089 -0.272  0.05
H4 -0.864 0.090 -0.447  0.01
O3 -1.480 -1.147 2.374  -0.07
H5 -1.237 -0.847 1.483  -0.01
H6 -2.283 -1.663 2.251  0.03
O4 2.426 0.580 2.644  -0.05
H7 2.285 1.087 1.836  0.00
H8 3.353 0.723 2.866  0.04
O5 -2.162 1.029 0.237  -0.04
H9 -1.703 1.793 0.608  0.04
H10 -3.096 1.267 0.251  0.08
O6 0.205 -2.963 -1.717  -0.08
H11 -0.593 -3.489 -1.830  0.03
H12 -0.068 -2.197 -1.175  -0.01
O7 1.114 -0.184 -3.644  -0.07
H13 0.884 -0.440 -4.543  0.03
H14 0.804 -0.921 -3.096  0.01

Computed properties:
Highest occupied orbital energy in hartree: -0.3931
LUMO level in eV: -0.1
Gap between HOMO and LUMO in Eh: 0.3887
2S+1: 1

---

It is b that is the most stable of them.

---

a | Here is 7 unconnected molecules or ions with the total composition H14O7 from the OMol25 dataset. Energies are from the ωB97M-V functional and the def2-TZVPD basis.

Last column: Löwdin charge in e.
CARTESIAN COORDINATES (ANGSTROEM)
O1 -0.774 2.050 0.827  -0.03
H1 -0.116 1.601 0.311  -0.01
H2 -0.757 2.912 0.423  0.04
O2 0.634 -0.325 -0.514  -0.02
H3 1.242 0.064 -1.093  0.01
H4 0.976 -0.208 0.392  0.03
O3 -2.229 -0.238 0.163  -0.07
H5 -1.340 -0.591 0.137  -0.02
H6 -2.043 0.674 -0.129  0.01
O4 2.008 0.496 2.279  -0.01
H7 1.734 1.290 2.712  0.05
H8 2.882 0.315 2.562  0.04
O5 0.361 1.574 -3.520  -0.06
H9 1.004 2.115 -3.046  0.03
H10 -0.428 1.525 -2.947  0.04
O6 -1.512 -2.940 -1.927  -0.04
H11 -0.644 -2.540 -1.985  0.02
H12 -1.556 -3.500 -2.686  0.01
O7 0.188 -1.800 2.708  -0.02
H13 -0.570 -1.256 2.624  0.01
H14 0.932 -1.227 2.703  -0.03

Computed properties:
Highest occupied orbital energy in hartree: -0.3821
LUMO level in eV: -0.3
Gap between HOMO and LUMO in Eh: 0.3729
2S+1: 1

---

b | Here is 7 unconnected molecules or ions with the total composition H14O7 from the OMol25 dataset. Energies are from the ωB97M-V functional and the def2-TZVPD basis.

Last column: Löwdin charge in e.
CARTESIAN COORDINATES (ANGSTROEM)
H1 0.620 0.490 1.151  0.03
H2 -0.383 -0.423 0.466  0.04
H3 2.316 -1.667 1.435  0.06
H4 2.406 -0.845 2.710  0.05
H5 -0.810 1.889 -4.975  0.04
H6 -1.049 1.316 -3.587  0.01
H7 -3.403 -1.285 -1.250  0.02
H8 -4.725 -1.214 -1.997  0.04
H9 0.027 2.212 -1.474  0.03
H10 -1.444 1.847 -1.367  0.02
H11 3.177 0.638 0.561  -0.01
H12 3.760 -0.097 -0.635  0.03
H13 -0.163 -2.198 4.893  0.04
H14 0.029 -1.484 3.564  0.00
O1 -0.129 -0.089 1.333  -0.05
O2 2.758 -0.899 1.814  -0.05
O3 -1.327 2.029 -4.173  -0.06
O4 -4.353 -1.205 -1.108  -0.06
O5 -0.823 2.561 -1.184  -0.05
O6 3.851 0.715 -0.124  -0.07
O7 -0.333 -2.291 3.949  -0.06

Computed properties:
Highest occupied orbital energy in hartree: -0.4151
LUMO level in eV: -0.4
Gap between HOMO and LUMO in Eh: 0.4001
2S+1: 1

---

It is a that is the most stable of them.